Record 1
The following is a quantum chemistry calculation of the ion C6H2BrF2O3 with charge -1 in a non-equilibrium geometry, from the Open Molecules 2025 dataset.

Computed properties:
- HOMO level (eV) = -5.191
- max |F| (Eh/bohr) = 0.065
- net charge = -1
- E (eV) = -87873.016

Atoms and positions in Å:
1 C 1.167 -0.560 -0.355
2 C 0.184 0.232 0.426
3 C 2.338 0.038 -0.143
4 C 2.255 1.257 0.749
5 C -2.305 -0.777 -0.015
6 C -1.265 0.475 -0.284
7 O -2.165 -1.703 -0.786
8 O -2.961 -0.514 0.942
9 O 0.973 1.347 0.993
10 F -1.805 1.546 0.351
11 F -1.145 0.948 -1.591
12 Br 4.032 -0.727 -0.686
13 H 0.855 -1.364 -0.961
14 H -0.157 -0.198 1.362

Atom charges from the Löwdin analysis, given in e for atoms 1 to 6: number 1, C, carries -0.04; number 2, C, carries -0.15; number 3, C, carries -0.68; number 4, C, carries -0.05; number 5, C, carries -0.73; number 6, C, carries -0.32

---

Record 2
The following is a quantum chemistry calculation of the molecule C5H10O2S in a non-equilibrium geometry, from the Open Molecules 2025 dataset.

Computed properties:
- HOMO level (eV) = -8.676
- structure (SMILES) = CCOC(=S)OCC
- max |F| (Eh/bohr) = 0.031
- net charge = 0
- E (eV) = -20276.908

Atoms and positions in Å:
1 C -3.141 0.007 0.615
2 C -2.340 -0.454 -0.594
3 O -0.996 -0.926 -0.313
4 C -0.083 0.029 -0.196
5 S -0.417 1.680 -0.215
6 O 1.120 -0.487 0.022
7 C 2.188 0.459 0.034
8 C 3.448 -0.325 0.036
9 H -3.425 -0.825 1.249
10 H -4.062 0.463 0.287
11 H -2.605 0.731 1.190
12 H -2.781 -1.354 -1.006
13 H -2.315 0.320 -1.399
14 H 2.138 1.196 -0.806
15 H 2.037 1.022 0.960
16 H 3.441 -0.993 0.930
17 H 3.488 -0.902 -0.876
18 H 4.305 0.359 0.083

Atom charges from the Löwdin analysis, given in e for atoms 1 to 6: number 1, C, carries -0.08; number 2, C, carries -0.26; number 3, O, carries -0.03; number 4, C, carries -0.81; number 5, S, carries 0.74; number 6, O, carries -0.04

---

Record 3
The following is a quantum chemistry calculation of a structure of composition C19H21IN2Os in a non-equilibrium geometry, from the Open Molecules 2025 dataset.

Computed properties:
- HOMO level (spin up / spin down) (eV) = -13.083 / -14.986
- expectation value of S² = 6.037
- spin multiplicity = 5
- max |F| (Eh/bohr) = 0.117
- net charge = +2
- E (eV) = -33570.733

Atoms and positions in Å:
1 C -3.900 -2.337 0.045
2 C -3.387 -1.920 1.359
3 H -4.900 -2.734 -0.051
4 H -3.136 -3.090 -0.166
5 H -3.708 -1.470 -0.629
6 H -2.419 -1.462 1.273
7 H -3.985 -1.149 1.818
8 H -3.091 -2.682 2.076
9 C 0.567 0.611 -3.074
10 C 0.649 1.326 -4.250
11 C 1.160 2.612 -4.266
12 C 1.479 3.170 -3.031
13 H 0.063 -0.347 -2.948
14 H 0.317 0.868 -5.175
15 H 1.332 3.164 -5.195
16 H 1.859 4.204 -2.971
17 N 1.024 1.167 -1.929
18 C 1.451 2.463 -1.824
19 C 1.516 2.962 -0.387
20 N 1.140 2.029 0.537
21 C 0.777 2.306 1.806
22 C 1.466 4.596 1.464
23 C 1.032 3.572 2.306
24 H 0.240 1.524 2.326
25 H 0.884 3.772 3.355
26 C 1.604 4.280 0.120
27 H 1.876 5.043 -0.606
28 H 1.739 5.599 1.839
29 Os 0.032 0.730 -0.331
30 I -2.150 2.214 -1.003
31 C 1.105 -0.859 0.144
32 C 0.581 -2.104 0.851
33 C 0.560 -2.139 2.242
34 C 0.347 -3.359 2.896
35 C 0.145 -4.524 2.133
36 C 0.177 -4.483 0.720
37 C 0.377 -3.262 0.079
38 H 1.942 -0.383 0.716
39 H 1.560 -1.137 -0.832
40 H 0.752 -1.209 2.767
41 H 0.358 -3.433 3.991
42 H 0.081 -5.511 2.643
43 H 0.064 -5.421 0.165
44 H 0.420 -3.198 -1.003

Atom charges from the Löwdin analysis, given in e for atoms 1 to 6: number 1, C, carries -0.15; number 2, C, carries -0.20; number 3, H, carries 0.08; number 4, H, carries 0.06; number 5, H, carries 0.07; number 6, H, carries 0.02

---

Record 4
The following is a quantum chemistry calculation of a structure of composition C10H24AuBINO2P2 in a non-equilibrium geometry, from the Open Molecules 2025 dataset.

Computed properties:
- HOMO level (spin up / spin down) (eV) = -14.524 / -14.493
- expectation value of S² = 2.015
- spin multiplicity = 3
- max |F| (Eh/bohr) = 0.110
- net charge = +2
- E (eV) = -47370.891

Atoms and positions in Å:
1 C 0.000 -0.041 -7.825
2 C 0.006 0.668 -6.488
3 H 0.003 0.706 -8.630
4 H -0.897 -0.664 -7.917
5 H 0.888 -0.675 -7.920
6 O 0.017 1.844 -6.289
7 I -0.007 -0.663 -4.748
8 Au 0.002 0.205 -0.512
9 P 2.313 -0.146 -0.152
10 C 3.232 1.143 0.746
11 C 2.934 -1.682 0.606
12 H 4.028 -1.764 0.498
13 H 4.088 -0.297 -1.797
14 H 2.471 -2.551 0.123
15 H 2.513 -0.925 -2.407
16 H 2.957 1.134 1.809
17 H 2.685 -1.703 1.676
18 C 3.002 -0.139 -1.818
19 H 4.317 0.975 0.659
20 H 2.771 0.828 -2.279
21 H 2.990 2.129 0.332
22 P -2.316 -0.103 -0.149
23 C -3.210 1.205 0.748
24 C -3.006 -0.086 -1.814
25 H -2.519 -2.504 0.129
26 H -4.060 -1.687 0.507
27 H -2.713 -1.650 1.682
28 C -2.964 -1.625 0.613
29 H -2.531 -0.881 -2.403
30 H -4.095 -0.226 -1.792
31 H -4.297 1.058 0.660
32 H -2.948 2.186 0.333
33 H -2.760 0.877 -2.277
34 H -2.936 1.190 1.811
35 C 0.014 1.462 1.051
36 O 0.025 2.521 1.533
37 B 0.000 0.015 4.998
38 C -0.001 -0.059 3.475
39 N -0.002 -0.141 2.301
40 H 0.993 -0.558 5.350
41 H -0.993 -0.558 5.350
42 H 0.000 1.180 5.298

Atom charges from the Löwdin analysis, given in e for atoms 1 to 6: number 1, C, carries -0.08; number 2, C, carries -0.81; number 3, H, carries 0.10; number 4, H, carries 0.09; number 5, H, carries 0.09; number 6, O, carries 0.03